This record from the Open Molecules 2025 dataset describes a structure of composition C37H43BrN6O3SSeSiTi in a non-equilibrium geometry. The level of theory is wB97M-V/def2-TZVPD.

Each line ends with the Mulliken charge.
CARTESIAN COORDINATES (ANGSTROEM)
Br -0.490 2.689 1.037  -0.146
Se 0.807 -0.548 1.945  -0.215
Ti 0.011 0.157 -0.429  -0.119
S 3.362 0.468 -0.491  -0.365
Si 2.547 0.098 3.237  0.557
O -3.711 -3.888 -1.776  -0.700
O 0.432 -1.106 -3.678  -0.689
O -0.350 -1.599 -0.820  0.000
N -2.482 -1.252 0.137  -0.387
N -1.965 0.056 0.290  0.636
N 1.844 0.781 -1.196  0.044
N 0.105 -3.288 -4.086  0.025
N 2.949 1.690 -3.095  -0.165
N -0.525 1.459 -2.029  1.001
C -1.757 1.832 -2.407  -0.346
C -2.359 2.279 1.131  0.429
C -1.741 -3.503 -0.418  0.746
C 0.864 -2.251 -3.651  -0.189
C 2.221 -0.644 4.942  -1.124
C -5.446 2.351 0.627  -0.101
C -4.695 3.147 1.501  0.594
C 4.729 0.490 -4.251  -0.809
C 2.039 -4.900 -2.051  -1.150
C -6.829 2.320 0.706  -0.729
C 4.241 -0.533 2.686  -1.088
C -2.730 -4.336 -0.940  1.008
C -7.494 3.092 1.649  -0.390
C 6.087 -1.084 -3.034  -0.716
C -2.726 0.896 0.882  -0.931
C 1.807 1.460 -2.338  0.330
C 5.779 -0.416 -4.211  -0.650
C -2.739 -5.690 -0.623  -0.826
C -1.644 -2.040 -0.806  -0.733
C 5.335 -0.848 -1.891  -0.348
C 0.320 2.675 -3.951  -1.366
C 2.630 1.981 3.369  -1.015
C -2.034 2.603 -3.504  -1.169
C -0.795 -4.027 0.458  -0.107
C -0.811 -5.373 0.787  -0.938
C -3.233 3.237 1.471  -0.826
C 3.996 0.757 -3.100  0.232
C 4.307 0.083 -1.919  0.230
C -6.765 3.914 2.498  -0.574
C 2.287 -3.407 -1.855  0.352
C 0.544 1.888 -2.797  1.064
C 0.447 -4.702 -4.037  -1.125
C 0.668 -5.246 -2.624  0.361
C 2.250 -2.576 -3.146  1.470
C -5.385 3.951 2.416  -0.598
C -0.948 3.036 -4.300  -0.636
C -1.780 -6.202 0.234  -0.463
H -3.510 -6.318 -1.053  0.458
H -0.122 -4.871 -1.967  -0.429
H 1.684 2.382 3.739  0.254
H 2.822 2.422 2.386  0.257
H 3.272 -3.273 -1.400  0.262
H 2.997 -0.355 5.656  0.348
H -4.957 1.791 -0.160  0.473
H 2.808 -5.308 -2.719  0.393
H -2.058 -1.883 -1.812  0.122
H 2.769 2.101 -3.995  0.166
H -0.067 -5.773 1.465  0.467
H -3.688 -2.926 -1.822  0.384
H 2.727 -1.619 -2.971  -1.600
H 4.178 -1.552 2.300  0.282
H -1.795 -7.257 0.478  0.375
H 2.161 -5.406 -1.090  0.434
H -2.492 -1.694 1.051  0.454
H -3.699 0.572 1.238  0.697
H -2.570 1.470 -1.789  0.406
H 6.352 -0.607 -5.109  0.377
H 2.814 -3.082 -3.938  0.667
H 5.542 -1.381 -0.970  0.449
H -1.121 3.650 -5.175  0.424
H 0.563 -6.335 -2.660  0.403
H -7.278 4.534 3.223  0.374
H 4.917 -0.536 3.549  0.425
H 1.252 -0.314 5.325  0.260
H 1.151 3.020 -4.551  0.340
H 6.900 -1.798 -3.007  0.387
H -3.054 2.860 -3.750  0.449
H 4.477 0.998 -5.176  0.392
H 3.432 2.300 4.043  0.375
H 4.684 0.101 1.916  0.307
H -8.574 3.069 1.706  0.384
H -0.374 -5.237 -4.510  0.492
H -2.823 4.196 1.774  0.399
H 2.201 -1.734 4.883  0.283
H 1.335 -4.893 -4.648  0.280
H -7.391 1.704 0.017  0.401
H -0.034 -3.364 0.856  0.241
H -4.822 4.597 3.079  0.397
H 1.565 -2.988 -1.147  -0.415
H -0.823 -3.030 -4.381  0.356

Relative energy (zero: lowest compared OMol25 entry of this formula, charge and spin): 15.5 kcal/mol
DFT total energy: -231371.011 eV
Lowest unoccupied orbital energy (alpha / beta): -0.02748 / -0.03296 Ha
Total charge: 0
⟨S²⟩: 2.0210
Spin multiplicity: 3
HOMO-LUMO gap (alpha / beta): 4.8514 / 6.2163 eV
HOMO energy (alpha / beta): -5.6 / -7.1 eV


This record from the Open Molecules 2025 dataset describes a structure of composition C37H43Cl5LiN3OSSi4 in a non-equilibrium geometry. The level of theory is wB97M-V/def2-TZVPD.

Each line ends with the Mulliken charge.
CARTESIAN COORDINATES (ANGSTROEM)
Cl 2.470 -3.619 1.984  -0.217
Cl 0.324 -8.419 0.727  -0.251
Cl 1.693 -6.546 2.821  -0.211
Cl -0.267 -7.364 -2.147  -0.227
Cl 0.515 -4.442 -2.927  -0.214
S -0.029 2.324 -8.138  -0.236
Si -1.413 -1.550 1.087  0.775
Si -1.502 -1.135 3.396  0.125
Si -2.794 -3.400 0.742  0.246
Si -2.338 0.193 -0.171  0.091
O -2.103 0.709 -8.550  -0.527
N 2.731 4.738 2.564  -0.601
N 4.890 4.195 2.544  0.018
N 2.527 -0.178 1.172  0.294
C -4.139 0.681 0.275  -1.063
C 1.365 -5.962 1.218  -0.764
C 1.328 -0.287 -2.896  -1.037
C 3.593 3.779 2.326  -0.172
C 0.982 0.320 -4.130  0.642
C -0.527 0.323 4.144  -1.137
C 0.719 -0.458 -5.272  -0.586
C -0.815 -2.669 4.288  -0.881
C 4.041 8.000 3.738  -0.442
C 4.200 1.408 1.812  -0.596
C 3.790 0.145 1.432  -0.849
C -2.220 -4.932 1.715  -0.904
C 1.629 -0.814 -1.826  -0.342
C -2.746 2.934 -7.943  -1.008
C 3.472 5.825 2.952  0.394
C 5.826 6.409 3.328  -0.996
C 0.490 -6.318 -0.990  -0.398
C 0.344 1.512 -6.585  -0.116
C 0.842 -5.007 -1.309  0.545
C 4.846 5.506 2.945  0.714
C 0.751 -6.800 0.292  0.735
C -1.785 1.823 -8.261  0.753
C -3.270 -0.926 4.111  -1.092
C 3.067 7.098 3.349  -0.745
C -2.771 -3.922 -1.084  -0.807
C -2.376 -0.364 -1.984  -0.833
C 1.932 2.096 1.622  -0.287
C 1.624 0.797 1.263  -0.447
C -4.665 -3.262 1.154  -1.188
C -1.385 1.841 -0.178  -0.916
C 1.689 -4.666 0.832  1.745
C 0.570 2.306 -5.465  -0.410
C 0.417 0.127 -6.488  -0.137
C 1.441 -4.124 -0.422  -1.846
C 5.399 7.665 3.730  -0.381
C 0.890 1.717 -4.256  -0.568
C 3.253 2.429 1.918  1.053
Li 1.638 -1.997 -0.224  0.913
H -3.409 -3.272 -1.689  0.399
H -1.869 2.568 -0.836  0.521
H -5.114 -2.445 0.584  0.233
H 0.501 3.383 -5.557  0.421
H -0.688 0.396 5.223  0.402
H 6.132 8.396 4.048  0.365
H 4.512 -0.659 1.331  0.372
H 0.544 0.195 3.975  0.261
H 5.248 1.580 2.030  0.277
H -5.215 -4.180 0.918  0.366
H -2.587 0.462 -2.672  0.387
H 2.018 7.362 3.352  0.438
H -3.289 -0.775 5.197  0.385
H -2.474 3.833 -8.495  0.328
H 1.169 2.858 1.683  0.565
H -1.316 2.285 0.820  0.226
H -0.814 1.281 3.698  0.272
H 5.716 3.647 2.388  0.175
H -1.373 -3.557 3.987  0.145
H -2.512 -4.875 2.767  0.384
H -4.796 -0.185 0.157  0.197
H 1.072 2.329 -3.383  0.420
H -4.818 -3.040 2.214  0.248
H -1.403 -0.785 -2.255  0.054
H 0.769 -1.535 -5.183  0.444
H 0.605 0.508 1.025  -0.101
H -3.769 2.634 -8.171  0.317
H 0.223 -0.479 -7.364  0.418
H -4.203 0.998 1.320  0.221
H -1.131 -5.015 1.676  -0.025
H -3.782 -0.080 3.644  0.230
H 0.230 -2.836 4.015  0.144
H -3.853 -1.822 3.885  0.208
H -4.536 1.492 -0.348  0.363
H 3.748 8.990 4.065  0.361
H 6.877 6.145 3.318  0.360
H -3.119 -4.950 -1.222  0.419
H -0.368 1.678 -0.549  0.024
H -0.873 -2.589 5.379  0.381
H -2.658 3.160 -6.879  0.254
H -2.639 -5.856 1.303  0.425
H -3.134 -1.133 -2.144  0.229
H -1.759 -3.853 -1.489  -0.121

Relative energy (zero: lowest compared OMol25 entry of this formula, charge and spin): 31.6 kcal/mol
DFT total energy: -150750.678 eV
Lowest unoccupied orbital energy: 0.12277 Ha
Total charge: -2
HOMO-LUMO gap: 4.2703 eV
HOMO energy: -0.9 eV